Version i
DFT (ωB97M-V/def2-TZVPD) results for a cluster of 4 separate species, C4H14O4 in total.

Calculated values
HOMO   -9.07 eV
SMILES   C/C=C/CO.O.O.O

```
22
C4H14O4 (ωB97M-V/def2-TZVPD)
C -2.821 -0.336 0.635
C -1.983 -0.185 -0.601
C -0.777 0.339 -0.642
C -0.033 0.549 -1.928
O 0.842 1.683 -1.870
H -3.291 -1.326 0.704
H -2.219 -0.270 1.542
H -3.693 0.319 0.698
H -2.424 -0.727 -1.415
H -0.332 0.759 0.259
H -0.665 0.747 -2.783
H 0.575 -0.328 -2.207
H 1.350 1.656 -1.040
O 0.297 -1.713 0.962
H 0.460 -2.636 0.726
H -0.527 -1.807 1.451
O 2.906 1.518 -0.209
H 3.260 0.998 -0.932
H 2.967 0.977 0.611
O 2.405 -0.131 1.957
H 2.021 0.587 2.468
H 1.681 -0.674 1.616
```

Results of the Mulliken charge analysis, in e, for atoms 1 through 6: number 1, C, carries -1.2603; number 2, C, carries -0.2138; number 3, C, carries 0.0769; number 4, C, carries -0.4511; number 5, O, carries -0.5167; number 6, H, carries 0.3357


Version ii
DFT (ωB97M-V/def2-TZVPD) results for a cluster of 3 separate species, C4H14O4 in total.

Calculated values
HOMO   -10.22 eV
SMILES   OCCCCO.O.O

```
22
C4H14O4 (ωB97M-V/def2-TZVPD)
O -3.139 2.361 -1.162
C -2.513 1.208 -0.518
C -1.543 1.787 0.511
C -0.463 0.827 1.021
C -0.709 -0.666 0.709
O 0.482 -1.422 0.974
H -2.691 2.613 -1.980
H -3.396 0.732 -0.100
H -2.110 0.573 -1.306
H -2.239 2.061 1.318
H -1.100 2.656 0.044
H -0.234 0.988 2.072
H 0.413 0.884 0.348
H -0.758 -0.852 -0.355
H -1.503 -1.197 1.260
H 0.647 -1.529 1.898
O 3.224 -3.068 0.855
H 3.546 -2.484 0.152
H 2.343 -3.244 0.527
O 3.705 -0.726 -1.704
H 3.557 -1.253 -2.498
H 4.479 -0.248 -2.066
```

Results of the Mulliken charge analysis, in e, for atoms 1 through 6: number 1, O, carries -0.5518; number 2, C, carries -0.5396; number 3, C, carries -0.2828; number 4, C, carries -0.2843; number 5, C, carries -0.5835; number 6, O, carries -0.4638


The structure with the greatest stability is version i.